(1)
Density functional theory data (ωB97M-V/def2-TZVPD) for C14H20Cl2F6O3Os as an isolated structure.

Output
* ⟨S²⟩: 6.0293
* total charge: -2
* spin multiplicity: 5
* E_HOMO (alpha / beta): 0.04121 / -0.02988 Eh
* gap between HOMO and LUMO (alpha / beta): 3.963 / 5.879 eV
* DFT total energy: -2381.4023 Ha

```
46
C14H20Cl2F6O3Os | OMol25 | ωB97M-V/def2-TZVPD
C 0.23948 -1.38026 -2.18737
C 1.20185 -0.29454 -2.14873
C 0.41032 0.91361 -1.92357
C 2.46966 -0.29474 -2.92372
C -0.99216 0.54841 -2.11025
C -1.08346 -0.82828 -2.24392
C -2.31312 -1.62540 -2.48168
C 0.51829 -2.80056 -2.48722
C 0.92758 2.29547 -1.91254
C -2.11986 1.49148 -2.22905
Os 0.87217 -0.30021 -0.09984
Cl 2.68652 0.86163 0.38177
Cl 2.46830 -1.99195 0.04424
O -0.62517 0.68160 0.48811
H 2.87386 -1.30856 -2.96485
H 3.22928 0.38750 -2.54941
H 2.18814 -0.00516 -3.95110
H 1.86720 2.32577 -1.35722
H 0.23504 2.98702 -1.43184
H 1.12497 2.61535 -2.93724
H -1.81498 2.50821 -1.95015
H -2.98492 1.21218 -1.61026
H -2.45822 1.52161 -3.27534
H -3.21145 -1.08568 -2.16150
H -2.28262 -2.58237 -1.93867
H -2.42913 -1.86312 -3.55072
H 1.55895 -3.00998 -2.29214
H 0.28771 -3.03978 -3.52595
H -0.07591 -3.44141 -1.83859
H -0.03543 1.21277 1.41124
O -0.24641 -1.83054 0.67299
H -0.97308 -1.22742 0.93414
C -0.84024 1.35514 3.99139
C 0.49759 1.85254 3.44811
O 0.68343 1.82687 2.09555
C 0.49759 3.41127 3.81536
F 0.43293 3.59639 5.18037
F 1.51472 4.12645 3.32941
F -0.65821 3.94851 3.29136
C 1.69633 1.01728 4.10583
F 1.47032 0.77756 5.43551
F 1.76671 -0.18694 3.50342
F 2.90123 1.59944 3.98559
H -1.62188 1.93166 3.48998
H -0.84033 1.54673 5.06750
H -0.97818 0.29756 3.76452
```



(2)
Density functional theory data (ωB97M-V/def2-TZVPD) for an isolated ion of composition C14H20F2NSSi and charge +1.

Output
* total charge: +1
* spin multiplicity: 1
* E_HOMO: -0.45038 Eh
* gap between HOMO and LUMO: 7.887 eV
* DFT total energy: -1487.4436 Ha

```
39
C14H20F2NSSi | OMol25 | ωB97M-V/def2-TZVPD
C 1.92135 1.92546 -1.94043
Si 1.34167 1.52664 -0.19811
C 2.15887 2.64438 1.06872
C -0.55566 1.71195 -0.16385
C -1.18748 0.85416 -1.26643
C -2.64952 0.54450 -1.11488
F -3.36822 1.64548 -0.81051
F -3.11791 0.06828 -2.30218
C -3.06210 -0.53714 -0.11874
C -2.39879 -1.90942 -0.28032
S -1.29704 -2.07179 1.19281
C -2.05726 -0.79437 1.97374
N -2.90314 -0.11756 1.26062
C 1.69488 -0.28152 0.19762
C 1.80025 -1.24251 -0.82149
C 2.02044 -2.59137 -0.54320
C 2.16346 -3.00119 0.77777
C 2.08430 -2.05879 1.80526
C 1.84383 -0.71784 1.52202
H 1.17726 1.67911 -2.69027
H 2.18831 2.97410 -2.01096
H 2.81193 1.34584 -2.17320
H 2.77829 3.38392 0.57262
H 2.81985 2.06828 1.70669
H 1.42420 3.17625 1.66523
H -0.76250 2.75884 -0.37659
H -0.94643 1.51825 0.83168
H -1.10114 1.39774 -2.20069
H -0.65861 -0.08758 -1.40470
H -4.12559 -0.67525 -0.31326
H -1.79759 -1.99749 -1.17128
H -3.15032 -2.67392 -0.16303
H -1.84313 -0.52574 2.99464
H -3.43210 0.68200 1.58018
H 1.71291 -0.91340 -1.84668
H 2.09905 -3.27731 -1.36914
H 2.35233 -4.04057 0.98851
H 2.22376 -2.39733 2.81989
H 1.79758 0.00694 2.32192
```



(3)
Density functional theory data (ωB97M-V/def2-TZVPD) for C14H20LiO10S as an isolated structure.

Output
* total charge: -1
* spin multiplicity: 1
* relative energy (zero: lowest compared OMol25 entry of this formula, charge and spin): 46.0 kcal per mole
* E_HOMO: -0.13262 Eh
* gap between HOMO and LUMO: 5.267 eV
* DFT total energy: -1703.5132 Ha

```
46
C14H20LiO10S | OMol25 | ωB97M-V/def2-TZVPD
Li 56.63400 41.99400 20.85300
S 56.85600 38.96800 19.92000
O 56.94600 39.40800 18.57000
O 57.15900 40.15800 20.73800
O 55.50100 38.60800 20.19100
O 57.73500 37.83900 20.23900
C 55.14600 42.71200 18.16800
O 55.85700 43.12000 19.25800
H 53.96300 42.95700 18.01000
H 55.06600 41.75100 17.75600
H 55.54500 43.04600 17.15000
H 55.54400 44.00900 19.17900
C 58.53400 44.22100 20.73500
O 58.10200 43.30700 21.70000
H 57.80700 44.83400 20.89800
H 58.87400 43.71400 19.83800
H 59.47600 44.52500 21.04500
H 58.18900 43.68800 22.40600
C 54.82000 44.13500 24.46300
C 55.24900 43.13700 23.62500
C 54.43900 42.29800 22.85700
C 53.01800 42.53900 23.11300
C 52.52700 43.44600 24.12700
C 53.45100 44.26000 24.66500
O 53.05300 45.29200 25.52900
O 54.97100 41.53300 21.97500
H 55.40900 44.77700 24.95600
H 56.35300 42.94500 23.41400
H 52.08900 41.98600 22.74400
H 51.44000 43.64100 24.10900
H 52.18700 45.70100 25.25300
H 54.37700 40.77800 21.69900
C 61.42400 41.62200 22.14000
C 60.22800 40.81700 21.95500
C 59.61200 40.24900 23.02300
C 60.23300 40.26100 24.31700
C 61.47500 40.86600 24.45300
C 62.08900 41.42600 23.37600
O 63.39300 41.85800 23.55200
O 58.37800 39.68200 22.95400
H 61.70500 42.30200 21.27800
H 59.62700 40.95800 20.99800
H 59.70300 39.65400 25.17400
H 62.07400 40.80100 25.40900
H 63.63200 42.62200 23.10100
H 57.90500 39.62900 22.05000
```